Molecular formula: C3H7NOS
Method: DFT, ωB97M-V/def2-TZVPD

The HOMO-LUMO gap (spin up / spin down) comes out at 6.5 / 7.4 eV. The spin multiplicity is 3. Its highest occupied orbital energy (spin up / spin down) is -5.658 / -9.108 eV. For the relative energy (zero: lowest compared OMol25 entry of this formula, charge and spin), the calculation gives 4.6999 eV. For the LUMO energy (spin up / spin down), the calculation gives 0.85 / -1.68 eV.

Atoms and positions in Å:
C 0.60318 -1.42031 -1.54400
C -0.56757 1.32519 1.19326
C 0.55985 0.66268 0.99328
N -0.61417 -1.14690 -1.22668
O -1.46834 -2.19638 -0.84306
S 1.38140 -0.09684 -2.35559
H -1.00262 2.09775 0.53163
H -1.18581 0.97350 2.05050
H 2.52629 -0.55251 -2.51508
H 1.06216 -0.25773 1.62596
H 1.10620 0.91456 0.15045
H -1.12051 -0.17748 -1.21055
H -1.01153 -2.82535 -0.34752